Record 1
C8H16NOSi | ωB97M-V with the def2-TZVPD basis set

```
27
Properties=species:S:1:pos:R:3:forces:R:3
C -1.813356 -0.812836 0.160486 0.74 1.33 -0.85
C -2.479808 0.519664 -0.013854 0.39 1.28 3.24
C -1.525618 1.434236 -0.736489 1.31 2.98 1.75
C 1.067986 -1.534678 -0.415569 1.98 0.84 -2.77
C -0.482054 2.066956 0.263931 -1.35 -0.07 -0.06
C -0.731541 -0.937363 1.172407 0.42 -1.77 2.81
C 1.737345 -0.314562 0.163285 1.70 0.93 0.00
C 2.534040 0.402172 -1.002918 -1.32 1.20 0.73
N 0.282330 -2.179527 0.564805 -2.08 1.74 1.13
O -1.806915 -1.559605 -0.767086 -0.64 -2.00 -1.37
Si 0.421716 0.695272 1.156075 -0.11 -0.50 0.08
H -3.264172 0.524582 -0.697582 -2.05 -0.92 -0.46
H -2.747704 1.009841 1.038976 0.20 -0.98 -2.28
H -0.994090 1.038358 -1.538485 0.35 -1.12 -1.71
H -2.017351 2.371312 -1.037105 -0.47 -0.81 -0.52
H 0.510514 -1.243713 -1.301084 -0.49 -0.15 0.14
H 1.811748 -2.277723 -0.795725 -0.30 0.58 0.28
H 0.081489 2.937336 -0.205526 -0.59 -1.22 0.84
H -1.287383 2.412426 0.981749 1.70 0.44 -0.06
H -1.174835 -1.276796 2.223062 1.20 0.68 -2.15
H 2.545156 -0.705112 0.828206 -0.58 0.50 0.05
H 1.863325 0.693815 -1.864717 0.70 -0.78 0.73
H 3.316839 -0.302854 -1.255513 0.23 0.34 -0.61
H 2.942958 1.394792 -0.677155 0.00 -1.11 -0.09
H -0.289966 -2.846157 0.087807 -0.98 -0.71 -0.10
H 1.006627 -2.650908 1.083177 -0.58 -0.19 1.63
H 0.492722 1.141077 2.584839 0.63 -0.49 -0.36
```
Positions in Å, forces in eV/Å.

Output
**LUMO level**: -3.15 eV
**Multiplicity**: 1
**Net charge**: +1
**SMILES string**: C[C@@H]1C[NH2+][C@@H]2C(=O)CCC[Si@H]12

Mulliken atomic charge list, values in e, 2 entries: number 1, C, carries 0.44; number 2, C, carries -0.53

=====

Record 2
C2H8N5 | ωB97M-V with the def2-TZVPD basis set

```
15
Properties=species:S:1:pos:R:3:forces:R:3
C 2.305766 0.406180 0.615595 -2.33 -0.46 -2.46
C 0.710579 -0.951514 -0.466517 -1.67 2.05 -2.61
N -2.558613 -0.124793 0.712124 2.01 -0.64 -0.44
N -0.734544 -1.048098 -0.088022 1.97 2.86 -1.70
N 1.131254 0.334764 0.045443 3.91 -0.70 1.35
N -1.072790 1.162055 -0.628833 0.22 2.00 -1.31
N -1.486187 0.131714 0.069815 -3.23 -3.00 1.73
H 2.552716 1.414642 0.882143 0.68 0.11 0.61
H 3.011645 -0.448470 0.567298 -0.33 0.60 0.61
H 1.233819 -1.750560 -0.063010 0.73 -1.71 0.93
H 0.867228 -0.983908 -1.640677 -0.54 0.16 2.23
H -3.386635 0.402524 1.030967 1.26 1.18 -1.16
H -1.081119 -1.880347 0.296092 -1.18 -0.63 0.98
H -1.454889 2.116318 -0.551753 -0.75 -1.21 0.62
H -0.038229 1.219499 -0.780670 -0.77 -0.63 0.62
```
Positions in Å, forces in eV/Å.

Output
**LUMO level**: -4.49 eV
**Multiplicity**: 1
**Net charge**: +1
**SMILES string**: [H]/N=[N+](\N)NCN=C

Mulliken atomic charge list, values in e, 2 entries: number 1, C, carries -0.26; number 2, C, carries -0.46

=====

Record 3
C13H24F6N2O6P4S | ωB97M-V with the def2-TZVPD basis set

```
56
Properties=species:S:1:pos:R:3:forces:R:3
C 1.956614 -5.360903 -0.843850 0.12 -0.15 1.63
C 1.421395 -4.412801 0.361452 0.92 -1.58 0.03
O 0.036980 -4.014311 0.217813 1.45 1.32 -1.25
C -0.129000 -3.017534 -0.816433 -0.91 0.30 -0.36
C 0.529962 -1.594435 -0.442282 -0.08 1.97 1.87
C -0.185430 -0.843541 0.751575 3.11 2.89 -1.23
P -1.633814 -1.663542 1.641542 -0.71 -1.86 -0.67
C -3.286571 -0.810726 1.331373 -0.54 1.62 0.49
C -1.287454 -1.987849 3.468453 0.79 -0.50 0.81
C 0.352234 0.555766 1.149203 0.79 -2.10 -3.35
C -0.368061 1.358642 2.315120 0.44 1.11 4.45
O 0.052998 1.127791 3.489171 -1.13 0.38 -4.78
O -1.374153 2.317873 2.183301 2.43 -3.30 -1.57
C -1.972375 2.355688 0.860224 -2.29 0.95 -1.76
C 1.587741 1.099691 0.374299 -0.14 -2.91 -1.37
P 2.253456 2.805099 0.957268 -0.43 1.01 0.88
S 0.945164 4.229733 0.868478 0.21 -0.41 -0.36
C 2.240883 0.285207 -0.804915 -3.81 -0.06 2.94
P 3.676990 1.138962 -1.643615 4.95 2.45 0.21
O 4.862715 1.297356 -0.654290 -3.64 -0.74 -2.30
O 3.092596 2.683389 -2.125770 0.76 -3.41 0.64
O 4.284452 0.431947 -3.043811 -1.06 0.56 2.06
N 1.687806 -1.036403 -1.137577 -1.92 1.04 2.13
C 2.345800 -1.829608 -2.225713 1.23 -0.68 -1.05
N 1.962707 -1.344770 -3.575538 -0.11 -0.10 1.04
H 3.103752 -5.411313 -0.700391 -1.81 0.11 -0.59
H 1.555233 -6.417665 -0.605346 0.53 1.72 -0.89
H 1.656437 -4.991120 -1.878843 0.49 -0.70 1.38
H 1.465284 -5.071178 1.311068 -0.18 1.28 -1.47
H 2.157251 -3.551571 0.518420 -1.24 -0.72 -0.23
H -1.267273 -2.818659 -0.868123 1.90 -0.21 0.26
H 0.151784 -3.393016 -1.864337 -0.05 0.61 1.60
H -3.505459 0.064666 2.056914 0.27 -1.40 -1.20
H -3.297924 -0.370769 0.277481 0.01 -0.76 1.38
H -4.136808 -1.583141 1.413144 1.60 1.03 -0.08
H -0.806464 -3.039509 3.525050 -0.80 1.68 -0.30
H -0.545753 -1.277631 3.964046 -1.33 -0.69 -0.56
H -2.279437 -2.080940 4.050838 1.52 0.50 -1.06
H -1.494350 3.088619 0.125206 -0.32 -0.89 1.44
H -3.057531 2.728853 1.007354 1.88 -0.54 -0.20
H -2.059991 1.352215 0.326095 0.42 1.09 1.08
H 3.497745 3.144321 0.323925 -0.62 -0.92 0.37
H 2.575709 2.599646 2.359064 0.12 -0.59 -1.11
H 3.880219 3.256583 -2.271314 -0.47 -0.49 0.12
H 5.177959 0.030825 -2.875601 -1.07 0.67 0.19
H 2.140767 -2.948976 -2.186597 0.05 1.65 0.69
H 3.483504 -1.727043 -2.029125 -1.82 0.02 -0.39
H 1.208361 -0.648858 -3.557482 0.44 -0.62 -0.15
H 1.791665 -2.104098 -4.243276 -0.11 0.59 0.57
F -3.350914 5.590870 0.128575 2.51 -1.60 -0.05
P -4.922124 5.343452 -0.118626 -0.60 1.16 -0.07
F -4.867869 6.705364 0.730918 -1.57 1.98 0.51
F -6.213943 5.954400 -0.852330 -2.66 0.45 0.71
F -5.925013 4.777473 1.001500 -1.54 1.00 2.11
F -4.592718 3.778077 -0.038075 1.54 -2.71 -1.64
F -4.575734 5.249402 -1.685608 2.44 -0.49 -1.56
```
Positions in Å, forces in eV/Å.

Output
**LUMO level**: -3.63 eV
**Multiplicity**: 1

Mulliken atomic charge list, values in e, 2 entries: number 1, C, carries -0.99; number 2, C, carries -0.15

=====

Record 4
C5H6O | ωB97M-V with the def2-TZVPD basis set

```
12
Properties=species:S:1:pos:R:3:forces:R:3
O 2.963892 1.314375 -0.910662 -0.25 1.12 0.74
C 2.738830 2.238456 -0.289876 0.30 -1.10 -0.76
C -0.203088 0.610300 0.952654 0.00 0.04 0.08
C -0.121541 -0.120396 -0.392531 0.04 0.03 -0.04
C -1.023470 -1.275682 -0.454678 -0.30 -0.38 -0.03
C -1.775122 -2.216274 -0.484537 0.27 0.35 0.02
H 0.474232 1.471081 0.967067 -0.13 -0.14 0.00
H -1.219001 0.972524 1.136353 0.14 -0.06 -0.03
H 0.071832 -0.057426 1.774675 -0.04 0.09 -0.12
H -0.371463 0.568800 -1.208683 0.02 -0.11 0.11
H 0.906318 -0.455515 -0.577967 -0.18 0.00 0.03
H -2.441418 -3.050243 -0.511815 0.13 0.16 0.00
```
Positions in Å, forces in eV/Å.

Output
**LUMO level (alpha / beta)**: 1.06 / 1.06 eV
**Multiplicity**: 1

Mulliken atomic charge list, values in e, 2 entries: number 1, O, carries -0.12; number 2, C, carries 0.11

=====

Record 5
C10H10N2OS | ωB97M-V with the def2-TZVPD basis set

```
24
Properties=species:S:1:pos:R:3:forces:R:3
C 2.628429 -2.321146 0.220776 -0.10 -0.22 1.62
C 0.570765 -1.656388 -0.304648 0.29 0.56 0.64
C -0.420714 -1.141825 -1.381845 0.59 -0.85 1.12
C -1.423786 0.732935 -0.337327 -0.99 0.35 0.22
C -0.257497 1.461211 -0.254368 -0.34 -0.19 -0.01
C -0.377560 2.764649 0.256764 0.69 0.22 0.24
C -1.547020 3.334445 0.685745 -1.72 -0.31 -0.22
C -2.775750 2.577073 0.561388 2.71 0.94 0.14
C -2.657190 1.314919 0.076093 0.25 -1.23 -0.34
C 0.375979 -1.831037 1.042963 -0.33 -0.08 -0.85
H 4.407377 -3.327124 0.637864 -0.39 0.19 -0.03
H 4.157760 -2.699710 -0.907528 0.45 -0.11 -0.49
H 0.057284 -0.424415 -2.038211 0.41 0.02 -0.15
H -0.736688 -2.007034 -1.986975 -0.13 0.41 0.24
H 0.692786 1.012445 -0.543116 -0.16 0.41 0.15
H 0.510866 3.367008 0.375969 0.25 -0.06 -0.13
H -1.543366 4.360474 1.077635 -0.06 -0.56 -0.18
H -3.714899 2.977686 0.854571 -0.59 0.25 0.22
H -3.511893 0.661089 0.021179 -0.25 -0.06 -0.14
H -0.564193 -1.696177 1.579012 0.48 -0.07 -0.09
N 3.966632 -2.615745 0.068730 -0.22 0.15 0.03
N 1.871763 -1.893169 -0.717429 -0.32 -0.12 -0.94
O -1.558692 -0.550648 -0.801377 -0.08 0.04 0.04
S 1.849606 -2.399516 1.814136 -0.44 0.32 -1.07
```
Positions in Å, forces in eV/Å.

Output
**LUMO level**: 0.64 eV
**Multiplicity**: 1
**SMILES string**: Nc1nc(COc2ccccc2)cs1

Mulliken atomic charge list, values in e, 2 entries: number 1, C, carries 0.50; number 2, C, carries -0.03

=====

The following total energy values (in eV) correspond, in order, to the records above: -19962.526; -9642.268; -93426.118; -7327.513; -26394.811.